Below is a 9-piece molecular cluster, C20H50F2N7O16S2 overall, with properties calculated with the ωB97M-V functional and the def2-TZVPD basis.

For the total energy, the calculation gives -91819.5671 eV. As for the frontier orbital gap (spin up / spin down): 3.04 / 4.14 eV.

Structure (ORCA input):
```
! RIJCOSX wB97M-V def2-TZVPD def2/J DEFGRID3
* xyz 2 2
N -13.1520 11.1461 -13.2581
S -13.9506 10.0696 -12.6740
O -13.3568 9.1642 -11.7071
O -14.9615 9.4583 -13.5196
F -14.8520 11.0936 -11.7438
S -11.7692 10.2533 -13.6580
O -11.9478 9.1816 -14.6506
O -10.7556 10.1345 -12.6106
F -11.1148 11.4035 -14.5917
C -12.9832 11.8384 -17.4791
C -14.2695 12.1468 -16.8013
O -15.3552 12.0856 -17.3957
N -14.2379 12.6311 -15.3119
H -13.8058 12.0514 -14.6067
H -13.6739 13.4690 -15.3168
C -15.6558 13.1111 -14.9275
H -12.7016 12.7888 -17.9325
H -13.1214 11.1532 -18.3154
H -12.1438 11.4088 -16.9323
H -15.7524 14.1553 -15.2250
H -15.7422 12.9138 -13.8590
H -16.4899 12.5684 -15.3723
C -8.4923 9.5821 -10.3159
C -9.5082 8.4222 -10.2502
O -10.7059 8.5526 -9.8533
N -8.9598 7.0939 -10.7535
H -8.7948 7.0331 -11.7481
H -8.0369 7.0980 -10.3433
C -9.5873 5.8035 -10.1810
H -8.7850 10.2249 -11.1461
H -7.4147 9.4682 -10.4336
H -8.4369 10.2787 -9.4794
H -9.1230 4.8484 -10.4263
H -10.6063 5.9059 -10.5544
H -9.7917 6.0814 -9.1470
C -6.7359 13.8371 -19.8003
C -7.0243 13.8837 -18.2994
O -6.2238 14.2943 -17.4787
N -8.3989 13.3537 -17.8401
H -8.9751 13.6805 -18.6026
H -8.3283 12.3585 -17.9969
C -8.9405 13.7091 -16.4187
H -7.3838 13.3114 -20.5017
H -5.8977 13.1428 -19.7428
H -6.3550 14.7242 -20.3064
H -8.1064 13.4184 -15.7801
H -9.8688 13.1665 -16.2403
H -9.0542 14.7769 -16.2319
C -13.6992 6.7787 -15.6589
C -14.1811 7.7598 -16.7228
O -13.4889 8.5408 -17.3811
N -15.6036 7.4668 -17.2503
H -15.5191 7.5489 -18.2534
H -15.8126 6.4791 -17.2206
C -16.7910 8.1828 -16.5768
H -14.4124 6.9069 -14.8447
H -12.7414 7.0290 -15.2028
H -13.7316 5.7752 -16.0832
H -16.8469 9.1940 -16.9800
H -16.7655 8.0504 -15.4952
H -17.7316 7.7586 -16.9281
C -9.2263 13.1298 -12.1356
C -10.5038 13.0829 -11.3162
O -10.6677 13.1261 -10.0847
N -11.6541 13.4474 -12.1929
H -11.2068 13.9612 -12.9386
H -12.1051 12.6322 -12.5831
C -12.7679 14.2382 -11.4895
H -9.2188 12.8783 -13.1962
H -8.4770 12.4557 -11.7206
H -8.8697 14.1594 -12.1079
H -12.9395 13.8718 -10.4774
H -13.5620 14.1204 -12.2267
H -12.5278 15.2987 -11.5662
C -13.0454 10.3939 -8.9052
C -12.1375 10.7167 -7.7808
O -11.3746 11.7044 -7.8410
N -12.2647 9.8609 -6.5074
H -13.0311 9.2037 -6.4808
H -11.3818 9.4180 -6.2964
C -12.7883 10.6712 -5.2267
H -12.4430 10.6042 -9.7890
H -13.8330 11.1446 -8.9713
H -13.4615 9.3865 -8.9094
H -13.5349 11.4332 -5.4503
H -11.8809 11.0250 -4.7372
H -13.3561 10.0418 -4.5414
O -17.7275 9.0042 -12.6545
C -18.3688 10.0944 -12.9842
O -17.8704 10.6048 -13.9852
O -19.4899 10.3165 -12.6061
H -17.1060 9.4085 -13.2643
O -9.6554 7.3685 -14.7078
C -8.4946 7.5921 -14.0721
O -7.8086 8.6207 -14.3482
O -8.0394 6.7344 -13.2857
H -9.6900 8.1014 -15.3269
*
```

Atom charges from the Mulliken analysis, given in e for atoms 1 to 6: N -0.6280; S 0.3427; O -0.4761; O -0.2849; F -0.4234; S 0.0772